56
Properties=species:S:1:pos:R:3:nbo_charge:R:1 method="wB97M-V/def2-TZVPD" lumo_energy_ev=0.435 gap_ev=8.45 charge=0 smiles="COc1cc(Cl)c(C)cc1NC(=O)c1cc(S(=O)(=O)N(C)C)ccc1N1CCCC1"
C -0.178 -1.341 -2.291 -0.25
O -0.157 -1.599 -0.908 -0.50
C 1.049 -1.691 -0.282 0.30
C 2.270 -1.709 -0.940 -0.30
C 3.450 -1.840 -0.226 -0.05
Cl 4.938 -1.833 -1.104 0.01
C 3.463 -1.972 1.157 0.03
C 4.745 -2.115 1.913 -0.64
C 2.235 -1.953 1.802 -0.23
C 1.036 -1.795 1.121 0.11
N -0.162 -1.794 1.848 -0.62
C -1.243 -0.966 1.738 0.69
O -2.213 -1.140 2.451 -0.61
C -1.103 0.209 0.835 -0.22
C -0.018 1.036 1.091 -0.09
C 0.082 2.281 0.505 -0.44
S 1.504 3.300 0.854 2.33
O 2.115 2.846 2.069 -0.94
O 1.137 4.680 0.734 -0.94
N 2.594 2.980 -0.384 -0.65
C 2.179 3.458 -1.677 -0.43
C 3.121 1.641 -0.362 -0.44
C -0.918 2.734 -0.339 -0.16
C -1.989 1.919 -0.623 -0.23
C -2.110 0.628 -0.067 0.24
N -3.157 -0.144 -0.458 -0.42
C -4.460 0.425 -0.759 -0.21
C -5.487 -0.624 -0.282 -0.41
C -4.647 -1.690 0.427 -0.41
C -3.318 -1.572 -0.307 -0.20
H 0.361 -0.421 -2.534 0.18
H -1.228 -1.218 -2.548 0.21
H 0.241 -2.175 -2.863 0.18
H 2.322 -1.636 -2.014 0.24
H 5.309 -2.971 1.547 0.23
H 4.554 -2.244 2.974 0.22
H 5.362 -1.229 1.773 0.23
H 2.206 -2.048 2.877 0.22
H -0.200 -2.417 2.646 0.41
H 0.741 0.751 1.803 0.24
H 1.435 2.797 -2.146 0.17
H 1.748 4.445 -1.532 0.24
H 3.048 3.535 -2.331 0.21
H 2.410 0.909 -0.768 0.18
H 3.336 1.392 0.674 0.24
H 4.043 1.601 -0.942 0.21
H -0.845 3.728 -0.753 0.24
H -2.753 2.272 -1.298 0.21
H -4.581 1.372 -0.229 0.21
H -4.568 0.611 -1.834 0.19
H -6.231 -0.183 0.377 0.22
H -6.005 -1.060 -1.137 0.20
H -5.085 -2.683 0.359 0.21
H -4.492 -1.436 1.475 0.23
H -2.481 -2.039 0.200 0.23
H -3.404 -2.013 -1.311 0.18


82
Properties=species:S:1:pos:R:3:mulliken_charge:R:1 method="wB97M-V/def2-TZVPD" lumo_energy_ev=0.091 gap_ev=8.61 charge=0 smiles="O=C1OC[C@@H](F)O1.O=C1OC[C@@H](F)O1.O=C1OC[C@@H](F)O1.O=C1OC[C@@H](F)O1.O=C1OC[C@@H](F)O1.O=C1OC[C@@H](F)O1.CO[C@H](CN)COCS"
O 0.798 1.915 0.326 -0.60
C 1.274 0.904 -0.162 0.58
O 2.440 0.324 0.259 -0.25
C 2.569 -0.883 -0.464 -0.48
C 1.738 -0.626 -1.675 0.30
F 1.173 -1.769 -2.123 -0.27
O 0.715 0.218 -1.198 -0.17
H 2.189 -1.712 0.142 0.28
H 3.616 -1.081 -0.713 0.31
H 2.275 -0.130 -2.490 0.28
O 3.187 -1.308 -4.581 -0.57
C 2.124 -1.427 -5.166 0.64
O 1.965 -2.116 -6.337 -0.34
C 0.578 -2.127 -6.610 -0.39
C 0.090 -0.940 -5.853 0.62
F -1.172 -1.136 -5.409 -0.28
O 0.950 -0.884 -4.737 -0.24
H 0.146 -3.067 -6.249 0.20
H 0.389 -2.043 -7.683 0.33
H 0.148 0.002 -6.409 0.04
O -6.991 -1.046 -3.330 -0.53
C -5.893 -0.516 -3.293 0.63
O -4.842 -0.980 -2.551 -0.30
C -3.731 -0.173 -2.884 -0.10
C -4.375 1.075 -3.384 0.30
F -3.618 1.659 -4.339 -0.19
O -5.566 0.614 -3.981 -0.30
H -3.133 -0.677 -3.651 0.07
H -3.100 0.007 -2.009 0.26
H -4.613 1.802 -2.600 0.19
O 0.263 2.065 9.817 -0.55
C 1.457 1.815 9.819 0.68
O 2.439 2.761 9.933 -0.30
C 3.662 2.059 10.025 -0.47
C 3.335 0.755 9.380 0.38
F 4.051 -0.249 9.935 -0.29
O 1.976 0.561 9.699 -0.26
H 3.940 1.952 11.079 0.28
H 4.461 2.593 9.503 0.28
H 3.463 0.748 8.293 0.23
O 4.571 -6.801 -3.227 -0.53
C 3.457 -6.305 -3.226 0.62
O 2.761 -5.983 -2.093 -0.32
C 1.589 -5.319 -2.519 0.05
C 1.425 -5.815 -3.915 0.21
F 0.851 -4.874 -4.698 -0.15
O 2.750 -6.010 -4.353 -0.28
H 1.747 -4.236 -2.470 -0.06
H 0.738 -5.578 -1.883 0.29
H 0.869 -6.756 -3.995 0.16
O 0.398 1.014 -8.627 -0.54
C -0.716 1.510 -8.626 0.67
O -1.412 1.832 -7.493 -0.25
C -2.584 2.496 -7.919 -0.38
C -2.748 2.000 -9.315 0.33
F -3.322 2.941 -10.098 -0.29
O -1.423 1.805 -9.753 -0.30
H -2.426 3.579 -7.871 0.28
H -3.435 2.237 -7.283 0.22
H -3.304 1.059 -9.395 0.29
C -1.391 0.648 7.908 -0.26
O -2.042 1.303 6.763 -0.46
C -1.073 1.808 5.778 0.92
C -1.261 3.470 5.772 -0.60
N 0.056 4.148 6.156 -0.69
C -1.345 1.161 4.259 -0.69
O -0.407 0.071 3.937 -0.37
C 0.809 0.561 3.268 0.04
S 2.260 0.843 4.473 -0.32
H -1.354 -0.513 7.686 0.23
H -0.358 1.101 8.220 -0.01
H -2.120 0.803 8.840 0.20
H 0.024 1.611 6.135 -0.03
H -2.046 3.739 6.598 0.29
H -1.592 3.816 4.694 0.27
H 0.287 3.958 7.178 0.29
H 0.812 3.695 5.597 0.24
H -2.429 0.667 4.330 0.28
H -1.408 2.000 3.423 0.29
H 1.180 -0.319 2.559 0.07
H 0.621 1.483 2.559 0.18
H 2.614 2.214 4.294 0.13


53
Properties=species:S:1:pos:R:3:nbo_charge:R:1 method="wB97M-V/def2-TZVPD" lumo_energy_ev=2.176 gap_ev=9.36 charge=-1
C 6.373 -0.620 -1.133 1.01
O 6.983 -0.043 -0.270 -0.76
O 5.848 0.152 -2.095 -0.77
O 6.283 -1.851 -1.208 -0.81
H 5.878 1.102 -1.943 0.52
O 6.689 -4.377 -0.938 -0.97
H 6.427 -3.459 -1.030 0.48
H 7.513 -4.398 -0.483 0.47
O 5.515 -0.284 2.184 -1.00
H 5.881 -0.913 2.758 0.47
H 4.915 -0.697 1.526 0.51
O 6.032 -3.172 1.625 -0.98
H 6.820 -2.827 1.187 0.49
H 5.453 -3.350 0.875 0.47
O 5.573 2.961 -1.319 -1.00
H 6.367 2.770 -0.860 0.51
H 5.280 3.676 -0.746 0.50
O 9.986 -0.028 -1.211 -0.96
H 9.670 -0.756 -0.690 0.48
H 10.187 -0.369 -2.059 0.47
O 8.333 -1.966 0.794 -1.00
H 8.970 -1.734 1.461 0.47
H 7.874 -1.162 0.484 0.50
O 5.006 -0.387 -4.694 -0.97
H 5.364 -0.698 -5.550 0.49
H 4.883 0.563 -4.733 0.50
O 8.934 -2.330 -2.317 -0.99
H 8.287 -2.167 -1.667 0.47
H 8.504 -1.916 -3.094 0.49
O 3.373 -0.395 -1.921 -1.00
H 2.735 -0.785 -2.559 0.50
H 4.257 -0.311 -2.335 0.51
O 5.392 -2.937 -3.459 -0.98
H 5.246 -2.127 -3.958 0.45
H 5.586 -2.588 -2.565 0.49
O 2.967 2.172 -1.057 -1.01
H 2.862 1.251 -1.319 0.49
H 3.913 2.435 -1.168 0.47
O 7.695 1.320 2.420 -0.98
H 7.162 0.546 2.101 0.51
H 8.436 0.828 2.799 0.45
O 6.880 3.546 -3.637 -0.98
H 6.276 3.416 -2.911 0.49
H 7.632 3.000 -3.554 0.47
O 7.933 2.284 -0.146 -0.99
H 7.604 1.404 -0.186 0.49
H 7.951 2.412 0.774 0.49
O 3.734 -1.275 0.517 -0.96
H 3.899 -0.958 -0.389 0.50
H 3.504 -2.201 0.457 0.48
O 7.790 -0.721 -4.076 -0.95
H 6.861 -0.534 -4.036 0.50
H 8.213 0.059 -3.739 0.47


77
Properties=species:S:1:pos:R:3:lowdin_spin:R:1 method="wB97M-V/def2-TZVPD" lumo_energy_ev="-6.821 / -7.044" spin_multiplicity=3 gap_ev="5.84 / 6.03" charge=+2
Mo -0.274 -1.654 -1.339 1.49
C -0.389 -2.808 0.786 -0.01
C 1.031 -2.996 0.461 -0.05
C 0.887 -1.271 1.979 -0.03
C -0.422 -1.728 1.747 0.03
C 1.775 -1.984 1.139 0.08
C -1.476 -3.806 0.599 0.00
H -1.184 -4.570 -0.127 0.00
H -2.379 -3.307 0.224 0.00
H -1.776 -4.340 1.521 0.00
C -1.611 -1.252 2.480 0.01
H -2.541 -1.682 2.088 0.00
H -1.682 -0.154 2.415 0.00
H -1.547 -1.495 3.555 0.00
C 1.255 -0.243 2.988 -0.01
H 0.979 -0.571 4.003 0.00
H 0.721 0.707 2.800 0.00
H 2.337 -0.071 2.981 0.00
C 3.249 -1.890 1.209 0.02
H 3.653 -2.407 2.099 0.01
H 3.551 -0.836 1.281 0.00
H 3.732 -2.307 0.320 0.00
C 1.616 -4.219 -0.136 0.00
H 1.925 -4.955 0.628 0.00
H 2.540 -4.001 -0.699 0.00
H 0.937 -4.766 -0.809 0.00
C -1.269 -0.219 -3.420 0.21
C -1.509 -1.510 -2.911 0.03
C -0.654 -2.724 -3.332 0.04
C 0.903 -2.655 -3.327 0.01
C 1.496 -1.764 -2.308 0.00
C 1.147 -0.382 -2.130 0.01
C 1.098 0.525 -3.341 0.01
C -0.106 0.150 -4.241 0.03
H -0.939 -2.959 -4.379 0.00
H 1.263 -2.375 -4.326 0.00
H -0.991 -3.634 -2.811 0.01
H 0.226 -0.640 -4.933 0.01
H -2.134 0.446 -3.487 0.01
H -2.537 -1.781 -2.649 0.01
H -0.352 1.015 -4.873 0.00
H 0.939 1.545 -2.963 0.00
H 1.676 0.187 -1.336 0.00
H 2.056 0.496 -3.913 0.00
H 1.281 -3.689 -3.194 0.00
H 2.505 -2.044 -1.934 0.01
P -2.095 1.968 0.531 0.01
P 1.459 2.153 0.801 0.00
C -1.089 3.100 -0.470 0.00
C 0.475 3.164 -0.381 0.00
H -1.475 4.091 -0.216 0.00
H -1.375 2.870 -1.512 0.00
H 0.858 2.923 -1.388 0.00
H 0.758 4.184 -0.109 0.00
C 1.990 3.269 2.150 0.00
H 2.682 2.715 2.793 0.00
H 1.128 3.570 2.747 0.00
H 2.486 4.148 1.736 0.00
C 3.081 1.928 -0.046 0.00
H 3.296 2.776 -0.721 0.00
H 3.118 0.996 -0.631 0.00
H 3.896 1.842 0.696 0.00
C -3.860 2.018 0.792 0.00
H -4.096 1.235 1.534 0.00
H -4.360 1.780 -0.153 0.00
H -4.174 2.995 1.172 0.00
C -1.977 0.400 -0.464 0.04
H -1.830 -0.491 0.157 0.00
H -1.179 0.483 -1.229 0.01
H -2.922 0.219 -0.996 0.00
F -0.900 4.547 4.617 0.00
C -2.006 3.883 4.185 0.00
F -2.208 2.827 5.006 0.00
F -3.069 4.716 4.301 0.00
C -1.881 3.538 2.632 0.00
O -2.121 4.481 1.907 0.00
O -1.618 2.290 2.176 0.00


54
Properties=species:S:1:pos:R:3:nbo_charge:R:1 method="wB97M-V/def2-TZVPD" lumo_energy_ev=-1.602 gap_ev=2.59 charge=-1
N 1.641 -0.091 3.659 -0.16
C 2.580 0.601 3.500 0.22
C 3.753 1.412 3.399 -0.09
C 3.709 2.784 3.440 -0.13
C 2.552 3.579 3.263 0.25
N 1.584 4.210 3.046 -0.19
C 4.922 3.591 3.649 0.49
O 4.872 4.811 3.829 -0.44
C 6.225 2.849 3.636 -0.11
Cl 7.622 3.807 3.859 0.10
C 6.266 1.495 3.468 -0.12
Cl 7.715 0.613 3.449 0.11
C 5.036 0.691 3.249 0.48
O 5.039 -0.509 2.951 -0.41
C -2.554 -0.694 1.568 -0.64
C -2.856 -0.462 0.081 0.27
C -4.020 0.504 0.025 -0.62
O -1.751 0.168 -0.502 -0.76
B -0.882 -0.898 -0.988 0.81
C -0.636 -0.595 -2.641 -0.13
C -0.425 -1.655 -3.528 -0.25
C -0.279 -1.377 -4.904 -0.23
C -0.289 -0.051 -5.371 -0.28
C -0.362 0.998 -4.445 -0.22
C -0.540 0.727 -3.073 -0.26
C 0.462 -0.686 -0.033 -0.19
C 0.894 0.723 0.195 -0.64
C 1.029 -1.679 0.654 -0.47
O -1.600 -2.147 -0.960 -0.75
C -2.966 -1.804 -0.814 0.25
C -3.738 -2.942 -0.157 -0.62
C -3.599 -1.584 -2.187 -0.64
H -3.461 -1.002 2.094 0.18
H -1.790 -1.461 1.742 0.23
H -2.241 0.256 2.025 0.21
H -4.921 0.048 0.443 0.19
H -3.793 1.362 0.663 0.20
H -4.187 0.864 -0.991 0.21
H -0.328 -2.682 -3.166 0.21
H -0.110 -2.213 -5.585 0.19
H -0.210 0.165 -6.441 0.19
H -0.247 2.040 -4.752 0.19
H -0.548 1.542 -2.349 0.21
H 0.410 1.381 -0.536 0.22
H 0.638 1.078 1.214 0.20
H 1.990 0.807 0.106 0.18
H 1.789 -1.498 1.412 0.15
H 0.774 -2.726 0.457 0.19
H -4.768 -2.636 0.075 0.19
H -3.830 -3.777 -0.861 0.20
H -3.242 -3.303 0.749 0.21
H -4.683 -1.450 -2.097 0.19
H -3.201 -0.707 -2.704 0.23
H -3.450 -2.476 -2.812 0.21


17
Properties=species:S:1:pos:R:3:nbo_charge:R:1 method="wB97M-V/def2-TZVPD" lumo_energy_ev=0.958 gap_ev=10.06 charge=0 smiles=COC[C@H]1C[C@H]1O
C -0.547 -2.327 -0.185 -0.24
O 0.191 -1.130 -0.154 -0.58
C -0.314 -0.106 -0.997 -0.06
C -0.292 1.226 -0.275 -0.29
C -0.185 1.251 1.233 -0.46
C 0.985 1.654 0.389 0.10
O 2.131 0.865 0.297 -0.71
H -1.608 -2.138 0.028 0.17
H -0.145 -2.982 0.592 0.20
H -0.474 -2.831 -1.160 0.17
H 0.312 -0.056 -1.900 0.18
H -1.340 -0.347 -1.305 0.18
H -0.898 1.994 -0.755 0.22
H -0.725 2.010 1.786 0.22
H -0.115 0.290 1.734 0.23
H 1.259 2.704 0.347 0.19
H 1.847 -0.062 0.319 0.48


Number 1: calculated total energy -2139.43365 hartree. Number 2: calculated total energy -3451.86834 hartree. Number 3: calculated total energy -1487.59987 hartree. Number 4: calculated total energy -2216.69226 hartree. Number 5: calculated total energy -2245.36542 hartree. Number 6: calculated total energy -346.92907 hartree.